(1)
{"formula": "C5H6O", "method": "ωB97M-V/def2-TZVPD", "de_lowest_kj_mol": 263.8, "smiles": "C#C[C@H]1O[C@H]1C", "e_tot_ha": -269.2458, "lumo_energy_ev": 1.08, "species": ["C", "C", "C", "O", "C", "C", "H", "H", "H", "H", "H", "H"], "xyz": [[2.394117, 0.474904, 0.106764], [1.354714, -0.077854, -0.141374], [0.137244, -0.823369, -0.410570], [-0.755988, -1.037424, 0.703448], [-1.182026, -0.147004, -0.312547], [-1.294505, 1.319917, 0.025070], [3.280096, 1.008508, 0.346104], [0.242704, -1.695531, -1.071932], [-1.976820, -0.540344, -0.942956], [-0.494877, 1.562537, 0.783069], [-2.279552, 1.503988, 0.522522], [-1.180904, 1.980657, -0.868443]], "atomic_forces_ev_per_a": [[-0.6, -0.1, -0.1], [0.4, -0.2, 0.2], [-0.4, 0.0, 0.0], [0.3, 0.1, -0.1], [0.2, 0.2, -0.5], [0.2, 0.3, 1.0], [0.1, 0.0, 0.0], [0.0, 0.4, 0.3], [0.0, -0.1, 0.0], [-0.8, -0.1, -0.9], [0.7, 0.0, -0.5], [-0.1, -0.6, 0.7]]}

(2)
{"formula": "C5H10N2O2", "method": "ωB97M-V/def2-TZVPD", "de_lowest_kj_mol": 470.7, "smiles": "[H]/N=C/C(=C)O.[H]/N=C/OC", "e_tot_ha": -456.3749, "lumo_energy_ev": 0.70, "species": ["H", "N", "C", "C", "C", "O", "H", "H", "H", "H", "H", "N", "C", "O", "C", "H", "H", "H", "H"], "xyz": [[-1.875165, 2.263316, 0.227362], [-1.625380, 1.636649, 0.995707], [-1.352195, 0.449135, 0.619734], [-0.226455, -0.506874, 1.369709], [0.403157, -0.071476, 2.467227], [-0.401429, -1.844121, 1.096119], [-2.088660, -0.209638, 0.143262], [0.427538, 0.988230, 2.702441], [0.895899, -0.740803, 3.163274], [0.073479, -2.367296, 1.761994], [3.024734, 0.149063, -0.923599], [2.114476, -0.161540, -1.268468], [1.189558, 0.565097, -0.762766], [-0.088735, 0.616611, -1.333904], [-0.384343, -0.373263, -2.339862], [1.341257, 1.463197, -0.149105], [-1.468768, -0.496899, -2.365762], [0.058084, -1.342498, -2.101232], [-0.017052, -0.016891, -3.302131]], "atomic_forces_ev_per_a": [[-1.5, -0.5, 0.5], [2.9, -0.2, -0.8], [0.1, -1.4, 2.6], [-2.7, 1.2, 1.3], [0.1, 0.3, -0.6], [0.2, 0.5, -0.4], [0.6, 0.1, -1.2], [-0.2, -0.2, -0.1], [0.1, -0.1, -0.2], [-0.1, 0.2, -0.3], [-0.3, -0.4, 0.3], [-1.1, 0.8, 0.7], [0.5, 0.8, -2.9], [1.4, -0.9, 0.7], [0.1, -0.1, 0.2], [-0.3, -0.6, 0.3], [0.1, 0.3, 0.0], [0.1, 0.2, 0.0], [0.0, -0.1, 0.0]]}

(3)
{"formula": "C4H13N2", "method": "ωB97M-V/def2-TZVPD", "de_lowest_kj_mol": 707.9, "e_tot_ha": -269.2311, "lumo_energy_ev": -9.15, "total_charge": 1, "species": ["C", "N", "C", "N", "C", "C", "H", "H", "H", "H", "H", "H", "H", "H", "H", "H", "H", "H", "H"], "xyz": [[-1.283452, 0.832758, 0.035716], [-2.626991, 0.573571, 0.468238], [-0.580184, -0.286707, -0.677395], [0.805505, 0.016961, -0.598250], [3.954424, 0.347363, 0.448554], [-0.919557, -1.515624, 0.115441], [-0.596683, 0.715125, 0.898062], [-1.026778, 1.822256, -0.375862], [-3.113718, 1.159994, -0.134986], [-2.925397, 0.630670, 1.372955], [-0.772484, -0.268566, -1.708838], [1.221885, -0.311748, -1.461865], [4.485963, 0.138612, -0.451343], [4.063885, -0.493357, 1.137873], [2.909108, 0.290756, 0.162139], [4.302509, 1.248650, 0.911943], [-1.934964, -1.940132, -0.069465], [-0.772090, -1.172007, 1.127413], [-0.118214, -2.220710, -0.031842]], "atomic_forces_ev_per_a": [[0.4, 1.2, 5.2], [2.6, 0.1, -4.3], [2.9, 1.7, -3.0], [-2.6, -1.2, 0.9], [-0.6, -1.3, 0.2], [0.6, -1.8, 1.4], [-0.7, 1.2, 0.4], [-0.9, -0.5, -0.4], [-2.2, 0.7, -0.8], [-0.3, 0.1, 2.9], [-0.9, -1.2, -1.8], [0.6, 0.0, -0.7], [0.8, -0.1, -0.5], [0.4, 0.1, 0.0], [-0.1, 0.8, 0.3], [-0.2, 0.5, 0.1], [0.7, 0.8, -0.3], [-0.4, -0.3, 0.6], [-0.2, -0.8, -0.2]]}

(4)
{"formula": "C21H42F7N2O3S", "method": "ωB97M-V/def2-TZVPD", "e_tot_ha": -2257.5460, "lumo_energy_ev": -3.45, "total_charge": 1, "species": ["C", "C", "O", "C", "C", "N", "C", "C", "N", "S", "O", "O", "C", "F", "F", "C", "F", "F", "C", "F", "F", "F", "H", "H", "H", "H", "H", "H", "H", "H", "H", "H", "H", "H", "H", "H", "C", "C", "C", "C", "C", "C", "H", "H", "H", "H", "H", "H", "H", "H", "H", "H", "H", "H", "H", "H", "C", "C", "C", "C", "C", "C", "H", "H", "H", "H", "H", "H", "H", "H", "H", "H", "H", "H", "H", "H"], "xyz": [[-2.587865, -1.631563, -0.434777], [-1.906706, -1.314287, -1.769608], [-0.998878, -0.203520, -1.668786], [0.369732, -0.533618, -1.621585], [0.879439, -0.603318, -3.073808], [1.139126, 0.754069, -3.669884], [1.875325, 1.698178, -2.763194], [1.118111, 1.774750, -1.459091], [1.001237, 0.481867, -0.791302], [2.314842, 0.156806, 0.221019], [3.422800, 0.911318, -0.299836], [1.932373, 0.334208, 1.580469], [2.867836, -1.619083, -0.009126], [3.032329, -1.800696, -1.335343], [4.056294, -1.590971, 0.564191], [2.052413, -2.852119, 0.569982], [1.415175, -3.434118, -0.474712], [2.954577, -3.711024, 1.060931], [0.999809, -2.618248, 1.689038], [1.577522, -2.202475, 2.782541], [0.389869, -3.761481, 1.911939], [0.090495, -1.729607, 1.277034], [-2.235384, -2.592769, -0.057066], [-3.655279, -1.743992, -0.610693], [-2.379941, -0.853512, 0.294481], [-2.655475, -1.024702, -2.508898], [-1.399594, -2.194488, -2.175916], [0.493344, -1.511742, -1.174025], [0.082693, -1.052742, -3.666158], [1.766865, -1.210027, -3.205027], [1.694758, 0.617143, -4.515111], [0.257298, 1.166637, -3.979323], [1.881052, 2.676177, -3.242776], [2.894602, 1.340536, -2.634762], [1.550994, 2.521387, -0.798836], [0.092040, 2.100490, -1.661108], [-5.703986, -0.809236, -4.765265], [-5.756678, -0.239437, -3.350415], [-6.140517, -1.271181, -2.290634], [-7.529522, -1.887616, -2.459670], [-8.676826, -0.878774, -2.478753], [-8.805489, -0.076578, -1.186927], [-6.675004, -1.188022, -5.083204], [-5.401747, -0.046235, -5.484013], [-4.987908, -1.632749, -4.828435], [-6.451077, 0.603219, -3.320648], [-4.773875, 0.172475, -3.094852], [-6.066067, -0.806692, -1.302883], [-5.399796, -2.080463, -2.301658], [-7.693846, -2.596880, -1.643204], [-7.558666, -2.478234, -3.379088], [-9.607417, -1.422500, -2.653835], [-8.562861, -0.195162, -3.324566], [-8.957610, -0.738648, -0.332388], [-9.654838, 0.604778, -1.234633], [-7.916087, 0.525016, -0.991373], [5.029584, 0.360447, 3.122180], [4.493578, 1.527786, 3.944755], [5.341223, 2.793225, 3.827695], [6.781668, 2.650932, 4.322595], [6.917963, 2.199249, 5.775884], [6.299905, 3.171279, 6.776738], [6.024839, 0.055783, 3.447768], [4.374063, -0.508031, 3.216657], [5.085631, 0.629252, 2.064245], [4.408615, 1.227459, 4.992218], [3.477919, 1.757359, 3.611813], [4.846424, 3.602300, 4.371212], [5.364529, 3.107186, 2.778525], [7.285203, 3.615060, 4.202992], [7.322179, 1.949702, 3.680633], [7.980513, 2.084131, 6.002050], [6.472141, 1.209101, 5.904946], [6.756162, 4.159321, 6.690400], [6.448259, 2.824702, 7.799700], [5.225598, 3.283208, 6.622563]], "atomic_forces_ev_per_a": [[0.3, -0.5, -0.4], [-0.5, 0.0, 0.0], [0.3, 0.2, -0.1], [-0.8, 0.3, 0.2], [-0.2, -0.2, 0.0], [0.2, -0.2, -0.3], [0.0, 0.3, 0.1], [-0.5, 0.2, 0.0], [0.9, -0.7, -0.2], [0.0, 1.0, 0.3], [-0.3, -0.3, 0.0], [0.0, -0.3, -0.3], [-0.4, 0.0, 0.0], [0.0, -0.1, -0.1], [0.2, -0.1, 0.2], [0.3, -0.1, 0.0], [0.0, 0.1, 0.2], [-0.1, 0.0, -0.2], [0.2, 0.1, -0.6], [0.3, 0.3, 0.6], [-0.3, -0.5, 0.1], [-0.2, 0.2, -0.1], [0.0, 0.1, 0.2], [-0.1, 0.2, 0.2], [-0.2, 0.0, 0.0], [0.1, 0.1, 0.0], [0.1, 0.0, 0.0], [0.2, -0.2, 0.0], [0.1, 0.0, 0.0], [0.3, 0.1, 0.2], [-0.1, 0.0, -0.1], [-0.1, 0.1, 0.2], [0.1, -0.1, -0.1], [0.0, -0.1, 0.0], [0.1, -0.1, 0.0], [0.0, 0.0, 0.1], [0.0, 0.1, 0.0], [0.0, -0.1, -0.1], [0.1, 0.0, 0.1], [0.0, 0.0, 0.0], [0.0, 0.0, 0.1], [0.0, 0.0, -0.1], [0.0, 0.0, 0.0], [0.0, 0.0, 0.0], [0.0, 0.0, 0.0], [0.0, 0.0, 0.0], [0.0, 0.0, 0.0], [0.0, 0.0, 0.0], [0.0, 0.0, 0.0], [0.0, 0.0, 0.0], [0.0, 0.0, 0.0], [0.0, 0.0, 0.0], [0.0, 0.0, 0.0], [0.0, 0.0, 0.0], [0.0, 0.0, 0.0], [0.0, 0.0, 0.0], [-0.1, 0.0, 0.1], [0.0, 0.0, -0.1], [0.0, 0.0, 0.0], [0.0, 0.0, 0.0], [0.0, 0.1, 0.0], [0.0, -0.1, 0.0], [0.0, 0.0, 0.0], [0.0, 0.0, 0.0], [0.0, 0.0, 0.0], [0.0, 0.0, 0.0], [0.0, 0.0, 0.0], [0.0, 0.0, 0.0], [0.0, 0.0, 0.0], [0.0, 0.0, 0.0], [0.0, 0.0, 0.0], [0.0, 0.0, 0.0], [0.0, 0.0, 0.0], [0.0, 0.0, 0.0], [0.0, 0.0, 0.0], [0.0, 0.0, 0.0]]}